Entry 1:
C2H12O4 | ωB97M-V/def2-TZVPD

Its multiplicity is 1. The value obtained for the highest occupied orbital energy is -10.129 eV. The calculation puts the energy relative to the best compared isomer or geometry (same formula, charge and spin) at 47.1 kcal per mole. Its LUMO energy is 0.76 eV. Its SMILES is CCO.O.O.O.

Cartesian coordinates (Å):
C -2.370 -1.038 0.711
O -1.114 -0.241 0.899
C -2.273 -2.300 0.005
H -2.993 -0.395 0.123
H -2.843 -1.203 1.773
H -0.603 -1.018 0.569
H -1.169 -2.542 -0.297
H -2.954 -2.352 -0.952
H -2.571 -3.306 0.494
H 0.268 2.654 0.328
H 0.402 1.396 1.012
O 0.982 2.078 0.533
H 3.849 1.559 -0.287
H 2.490 1.652 -0.584
O 3.300 1.583 -1.098
H 0.925 -0.589 -1.735
H 1.464 0.093 -0.521
O 0.782 -0.409 -0.861

***

Entry 2:
C4H7IN2 | ωB97M-V/def2-TZVPD

Its multiplicity is 1. The value obtained for the highest occupied orbital energy is -8.934 eV. The calculation puts the energy relative to the best compared isomer or geometry (same formula, charge and spin) at 6.3 kcal per mole. Its LUMO energy is 0.41 eV. Its SMILES is c1c[nH]cn1.CI.

Cartesian coordinates (Å):
I 1.475 -0.964 2.184
C 0.113 0.578 1.719
H -0.526 0.282 0.870
H 0.655 1.499 1.447
H -0.533 0.793 2.587
N -0.110 1.151 -1.292
C 0.927 0.370 -1.034
C -1.209 0.333 -1.194
C -0.833 -0.954 -0.873
N 0.535 -0.910 -0.776
H 1.974 0.676 -1.021
H -2.218 0.711 -1.359
H -1.400 -1.871 -0.711
H 1.150 -1.695 -0.550

***

Entry 3:
C23H47N8O8P | ωB97M-V/def2-TZVPD

Its multiplicity is 1. The value obtained for the highest occupied orbital energy is -9.096 eV. Its LUMO energy is 0.49 eV. Its SMILES is CC(=O)OCC[C@](C#N)(CC#N)P(N)O.CNC(C)=O.CNC(C)=O.CNC(C)=O.CNC(C)=O.CNC(C)=O.

Cartesian coordinates (Å):
C 3.974 -2.757 0.714
C 3.627 -1.765 -0.362
O 4.464 -1.262 -1.053
O 2.304 -1.458 -0.587
C 1.604 -0.805 0.481
C 0.825 -1.729 1.411
C -0.443 -2.347 0.784
C -0.968 -3.339 1.730
N -1.405 -4.089 2.483
C -0.209 -3.038 -0.581
C 0.430 -4.339 -0.450
N 0.870 -5.392 -0.329
P -1.783 -1.048 0.583
N -3.043 -2.060 0.096
O -2.200 -0.723 2.156
H 4.749 -3.405 0.312
H 4.375 -2.201 1.560
H 3.140 -3.383 1.009
H 0.933 -0.073 0.033
H 2.320 -0.239 1.079
H 0.515 -1.119 2.264
H 1.441 -2.517 1.830
H 0.400 -2.417 -1.231
H -1.168 -3.185 -1.075
H -3.211 -2.858 0.707
H -3.896 -1.527 -0.013
H -1.440 -0.431 2.678
C -1.480 1.958 -3.180
C -1.408 2.632 -1.831
O -0.473 2.448 -1.064
N -2.432 3.448 -1.481
C -3.635 3.769 -2.230
H -0.596 1.338 -3.296
H -2.368 1.330 -3.252
H -1.502 2.696 -3.983
H -2.320 3.857 -0.567
H -3.688 4.845 -2.407
H -4.503 3.455 -1.651
H -3.642 3.256 -3.186
C 7.181 -3.333 -2.130
C 6.855 -4.704 -1.597
O 6.305 -4.879 -0.517
N 7.201 -5.770 -2.365
C 7.865 -5.763 -3.653
H 6.841 -2.593 -1.412
H 8.257 -3.225 -2.271
H 6.669 -3.157 -3.077
H 6.951 -6.658 -1.959
H 7.235 -6.235 -4.410
H 8.808 -6.310 -3.599
H 8.077 -4.746 -3.962
C 11.130 -0.068 -1.766
C 10.645 -1.445 -1.378
O 10.204 -2.230 -2.204
N 10.710 -1.788 -0.067
C 11.192 -0.995 1.047
H 11.009 0.044 -2.838
H 10.550 0.704 -1.260
H 12.183 0.058 -1.513
H 10.366 -2.716 0.125
H 12.029 -1.496 1.537
H 10.399 -0.848 1.781
H 11.527 -0.022 0.702
C -5.594 1.129 1.535
C -5.975 2.203 0.544
O -5.956 2.004 -0.664
N -6.340 3.409 1.043
C -6.421 3.829 2.436
H -5.336 0.233 0.981
H -4.735 1.433 2.133
H -6.427 0.903 2.203
H -6.585 4.080 0.331
H -7.439 4.135 2.675
H -5.751 4.673 2.605
H -6.136 3.018 3.097
C -10.429 4.207 1.632
C -10.368 4.856 2.997
O -9.421 4.689 3.750
N -11.413 5.639 3.363
C -12.613 5.949 2.610
H -9.529 3.616 1.490
H -11.295 3.549 1.554
H -10.486 4.960 0.845
H -11.311 6.041 4.282
H -12.693 7.025 2.446
H -13.499 5.616 3.152
H -12.594 5.454 1.645

***

Entry 4:
C6H8N2 | ωB97M-V/def2-TZVPD

Its multiplicity is 1. The value obtained for the highest occupied orbital energy is -9.114 eV. The calculation puts the energy relative to the best compared isomer or geometry (same formula, charge and spin) at 79.8 kcal per mole. Its LUMO energy is 0.55 eV. Its SMILES is N#CC1=CCNCC1.

Cartesian coordinates (Å):
C -2.139 -0.341 1.642
C -1.014 0.154 0.799
C 0.201 0.446 1.189
C 1.473 0.717 0.323
C 0.145 -0.351 -1.270
C -1.210 -0.221 -0.634
H 0.534 0.402 2.283
H 2.141 1.575 0.603
H 2.062 -0.276 0.716
H 1.898 0.776 -1.721
H 0.233 -0.505 -2.463
H 0.608 -1.306 -0.936
H -1.597 -1.250 -0.744
H -1.715 0.430 -1.396
N -2.727 -1.012 2.530
N 1.107 0.761 -0.921

***

Entry 5:
C5H7IN2 | ωB97M-V/def2-TZVPD

Its multiplicity is 1. The value obtained for the highest occupied orbital energy is -7.528 eV. The calculation puts the energy relative to the best compared isomer or geometry (same formula, charge and spin) at 72.5 kcal per mole. Its LUMO energy is 0.19 eV.

Cartesian coordinates (Å):
C -0.333 0.103 -0.183
C -0.310 1.549 0.082
C -1.355 -0.672 0.124
C 0.952 2.263 -0.306
C -1.216 -2.124 0.431
N -1.329 2.208 0.408
N -2.035 2.971 0.888
I -3.486 -0.115 0.171
H 0.584 -0.208 -0.610
H 1.044 2.273 -1.437
H 1.687 1.820 0.298
H 0.810 3.349 -0.050
H -0.333 -2.524 -0.064
H -2.167 -2.724 0.306
H -0.833 -2.073 1.466

***

Entry 6:
C25H45Br14F2PSi | ωB97M-V/def2-TZVPD

Its multiplicity is 1. The value obtained for the highest occupied orbital energy is -7.479 eV. Its LUMO energy is 0.39 eV. Its SMILES is C[Si](C)(CCC(F)(F)P)c1ccccc1.BrCCBr.BrCCBr.BrCCBr.BrCCBr.BrCCBr.BrCCBr.BrCCBr.

Cartesian coordinates (Å):
C -1.089 -5.117 -0.277
Si -2.014 -3.435 -0.083
C -2.658 -3.269 1.743
C -3.506 -3.229 -1.345
C -4.940 -2.942 -0.611
C -5.180 -1.407 -0.100
F -6.533 -0.997 -0.636
F -5.320 -1.350 1.395
P -3.940 -0.115 -0.758
C -0.867 -1.880 -0.419
C -0.762 -1.181 -1.934
C 0.178 0.162 -2.245
C 0.993 0.779 -0.932
C 0.906 0.066 0.574
C -0.025 -1.271 0.871
H -1.143 -5.580 -1.356
H -1.591 -5.874 0.497
H 0.043 -4.998 0.078
H -2.921 -2.123 1.895
H -1.755 -3.549 2.437
H -3.605 -3.962 1.923
H -3.245 -2.498 -2.232
H -3.603 -4.307 -1.850
H -5.795 -3.218 -1.367
H -5.044 -3.689 0.303
H -3.225 0.372 0.424
H -4.589 1.009 -1.397
H -1.358 -1.612 -2.873
H 0.267 0.650 -3.329
H 1.630 1.740 -1.129
H 1.498 0.552 1.461
H -0.088 -1.752 1.939
Br -5.110 2.976 -2.468
C -4.802 4.251 -1.024
C -3.326 4.519 -0.837
Br -2.453 3.045 0.095
H -5.286 3.845 -0.132
H -5.323 5.161 -1.333
H -3.172 5.392 -0.197
H -2.789 4.665 -1.778
Br 3.817 -1.055 -1.314
C 4.892 0.383 -0.552
C 5.326 0.054 0.857
Br 3.862 0.295 2.123
H 4.296 1.298 -0.620
H 5.759 0.470 -1.212
H 6.107 0.743 1.191
H 5.682 -0.974 0.973
Br 5.013 -4.506 -0.723
C 3.905 -5.623 -1.876
C 3.656 -4.955 -3.208
Br 2.313 -3.549 -3.053
H 2.988 -5.843 -1.322
H 4.475 -6.547 -2.008
H 3.239 -5.668 -3.924
H 4.550 -4.497 -3.638
Br 7.773 3.158 0.070
C 9.233 2.836 1.323
C 8.782 1.974 2.479
Br 7.731 3.004 3.759
H 9.610 3.814 1.632
H 10.002 2.324 0.737
H 9.642 1.609 3.046
H 8.167 1.123 2.172
Br -3.789 -5.539 4.608
C -3.121 -4.571 6.164
C -2.663 -3.181 5.788
Br -0.927 -3.224 4.900
H -2.330 -5.184 6.605
H -3.967 -4.525 6.855
H -2.510 -2.571 6.683
H -3.353 -2.664 5.115
Br -5.704 5.736 -4.873
C -6.695 5.217 -6.471
C -6.476 3.759 -6.802
Br -4.731 3.476 -7.627
H -6.386 5.895 -7.272
H -7.744 5.404 -6.228
H -7.200 3.419 -7.546
H -6.525 3.104 -5.928
Br 4.021 5.291 5.437
C 4.832 5.992 3.807
C 3.955 5.732 2.604
Br 4.080 3.873 2.028
H 5.826 5.542 3.726
H 4.938 7.066 3.982
H 4.294 6.319 1.747
H 2.897 5.939 2.786

***

Entry 7:
C24H23CaN3S4Se | ωB97M-V/def2-TZVPD

Its multiplicity is 1. The value obtained for the highest occupied orbital energy is -7.013 eV. The calculation puts the energy relative to the best compared isomer or geometry (same formula, charge and spin) at 0.3 kcal per mole. Its LUMO energy is 0.31 eV.

Cartesian coordinates (Å):
Ca -0.654 1.209 -0.016
S 0.759 -1.154 0.483
C 1.838 -0.871 1.826
C 2.911 -1.761 2.027
C 3.819 -1.609 3.054
C 3.706 -0.549 3.951
C 2.656 0.334 3.795
C 1.729 0.179 2.761
S 0.459 1.423 2.680
C -0.932 0.644 3.562
C -1.677 -0.428 2.814
C -1.821 -1.695 3.357
C -2.564 -2.634 2.662
C -3.161 -2.270 1.470
C -2.973 -0.979 0.993
C -3.589 -0.528 -0.299
S -2.310 -0.478 -1.613
C -3.026 0.694 -2.739
C -3.412 0.198 -3.985
C -3.954 1.031 -4.943
C -4.125 2.378 -4.634
C -3.750 2.869 -3.401
C -3.175 2.055 -2.409
S -2.748 2.787 -0.872
N -2.223 -0.085 1.645
H 3.006 -2.586 1.332
H 4.627 -2.324 3.162
H 4.417 -0.422 4.756
H 2.538 1.169 4.475
H -1.613 1.472 3.769
H -0.552 0.266 4.509
H -1.348 -1.940 4.298
H -2.679 -3.637 3.050
H -3.759 -2.970 0.903
H -3.958 0.493 -0.196
H -4.384 -1.199 -0.617
H -3.279 -0.858 -4.188
H -4.246 0.640 -5.908
H -4.554 3.051 -5.366
H -3.883 3.917 -3.167
C 3.922 1.674 0.382
N 3.571 0.716 -0.649
C 4.177 -0.507 -0.842
C 3.543 -1.102 -1.872
N 2.562 -0.234 -2.299
C 1.542 -0.544 -3.282
C 2.571 0.874 -1.536
Se 1.443 2.343 -1.703
H 4.551 1.173 1.115
H 3.016 2.028 0.867
H 4.445 2.527 -0.048
H 4.985 -0.844 -0.220
H 3.687 -2.066 -2.324
H 1.910 -1.342 -3.923
H 1.325 0.341 -3.873
H 0.633 -0.872 -2.775

***

Entry 8:
C51H38N4O7P2S2W | ωB97M-V/def2-TZVPD

Its multiplicity is 3. The value obtained for the highest occupied orbital energy (spin up / spin down) is -6.781 / -7.662 eV. The calculation puts the energy relative to the best compared isomer or geometry (same formula, charge and spin) at 23.0 kcal per mole. Its LUMO energy (spin up / spin down) is -0.26 / -0.48 eV.

Cartesian coordinates (Å):
W 1.530 1.054 0.101
O 4.832 -1.241 1.826
C 3.952 -0.776 1.142
N 2.878 -0.002 1.526
C 2.620 0.092 2.877
O 3.309 -0.247 3.810
C 1.227 0.590 3.134
C 0.768 0.732 4.430
C -0.518 1.193 4.635
C -1.300 1.492 3.530
C -0.775 1.316 2.267
N 0.471 0.861 2.066
C 3.884 -1.142 -0.315
C 4.912 -1.885 -0.874
C 4.802 -2.279 -2.192
C 3.672 -1.904 -2.907
C 2.710 -1.139 -2.279
N 2.801 -0.771 -0.996
H 1.448 0.491 5.234
H -0.905 1.330 5.636
H -2.305 1.873 3.633
H -1.350 1.541 1.380
H 5.760 -2.124 -0.250
H 5.584 -2.861 -2.662
H 3.541 -2.182 -3.944
H 1.854 -0.769 -2.819
O 1.242 3.883 2.923
C 0.957 3.603 1.781
O 1.707 2.797 1.057
C -0.267 4.165 1.124
C -0.834 5.281 1.748
C -1.959 5.896 1.240
C -2.545 5.384 0.086
C -2.004 4.277 -0.534
C -0.856 3.646 -0.034
S -0.343 2.235 -0.959
H -0.352 5.644 2.645
H -2.376 6.765 1.731
H -3.430 5.850 -0.330
H -2.465 3.873 -1.427
C -1.612 -1.312 0.887
P -0.252 -1.001 -0.342
C 0.460 -2.687 -0.199
C -0.022 -3.806 -0.876
C 0.481 -5.069 -0.592
C 1.457 -5.233 0.379
C 1.919 -4.131 1.083
C 1.418 -2.870 0.797
C -1.047 -0.940 -1.987
C -0.542 -1.660 -3.072
C -1.124 -1.558 -4.326
C -2.223 -0.735 -4.519
C -2.729 -0.009 -3.453
C -2.140 -0.101 -2.202
P -3.241 -0.420 0.873
C -4.300 -1.582 -0.078
C -3.827 -2.590 -0.912
C -4.708 -3.379 -1.642
C -6.074 -3.173 -1.547
C -6.558 -2.167 -0.720
C -5.679 -1.376 -0.001
C -3.810 -0.817 2.574
C -3.538 -2.018 3.227
C -3.999 -2.239 4.515
C -4.754 -1.267 5.162
C -5.046 -0.076 4.516
C -4.570 0.147 3.230
H -1.162 -1.113 1.861
H -1.790 -2.386 0.850
H -0.798 -3.709 -1.622
H 0.102 -5.926 -1.133
H 1.851 -6.218 0.593
H 2.672 -4.243 1.852
H 1.781 -2.016 1.352
H 0.298 -2.326 -2.942
H -0.717 -2.129 -5.151
H -2.681 -0.659 -5.497
H -3.581 0.643 -3.592
H -2.527 0.510 -1.399
H -2.766 -2.768 -1.017
H -4.318 -4.156 -2.289
H -6.759 -3.788 -2.115
H -7.624 -1.997 -0.639
H -6.069 -0.590 0.637
H -2.965 -2.793 2.733
H -3.775 -3.173 5.015
H -5.115 -1.443 6.167
H -5.637 0.682 5.013
H -4.784 1.086 2.730
O 5.053 3.741 0.463
S 5.058 2.518 -0.271
O 5.875 1.428 0.173
N 3.523 1.969 -0.550
C 3.215 1.946 -1.832
O 2.102 1.453 -2.129
C 4.257 2.470 -2.739
C 4.241 2.610 -4.114
C 5.377 3.128 -4.723
C 6.490 3.490 -3.970
C 6.503 3.347 -2.586
C 5.368 2.833 -1.998
H 3.366 2.329 -4.684
H 5.398 3.256 -5.797
H 7.361 3.894 -4.470
H 7.364 3.630 -1.997

***

Entry 9:
C4H8NO | ωB97M-V/def2-TZVPD

Its multiplicity is 1. The total charge is +1. The value obtained for the highest occupied orbital energy (spin up / spin down) is -14.637 / -15.049 eV. The calculation puts the energy relative to the best compared isomer or geometry (same formula, charge and spin) at 121.0 kcal per mole. Its LUMO energy (spin up / spin down) is -7.62 / -6.84 eV.

Cartesian coordinates (Å):
C 0.890 1.971 -0.495
C 0.711 0.695 -0.062
C 1.825 -0.252 0.200
C -2.324 -1.268 0.309
N -0.968 -0.984 0.204
O -0.607 0.284 0.035
H 1.992 2.306 -0.676
H 0.106 2.573 -0.914
H 2.407 -0.328 -0.851
H 1.411 -1.287 0.377
H 2.502 0.118 0.893
H -2.491 -1.480 -0.699
H -2.925 -0.359 0.496
H -2.528 -1.989 1.183

***

Entry 10:
C3H7N3O | ωB97M-V/def2-TZVPD

Its multiplicity is 1. The value obtained for the highest occupied orbital energy is -9.648 eV. The calculation puts the energy relative to the best compared isomer or geometry (same formula, charge and spin) at 2.6 kcal per mole. Its LUMO energy is 0.79 eV. Its SMILES is [H]/N=C/NC(=O)NC.

Cartesian coordinates (Å):
C 2.555 0.239 -0.022
N 1.196 0.148 0.467
C 0.178 -0.133 -0.401
O 0.340 -0.355 -1.589
N -1.080 -0.105 0.197
C -2.243 -0.253 -0.537
N -3.363 0.056 -0.025
H 2.545 0.775 -0.974
H 3.021 -0.739 -0.191
H 3.150 0.808 0.697
H 1.048 -0.020 1.451
H -1.197 0.344 1.097
H -2.058 -0.644 -1.539
H -4.106 -0.123 -0.696

***

Entry 11:
C23H16BrN5O3PdS2 | ωB97M-V/def2-TZVPD

Its multiplicity is 2. The total charge is -1. The value obtained for the highest occupied orbital energy (spin up / spin down) is -3.648 / -3.609 eV. The calculation puts the energy relative to the best compared isomer or geometry (same formula, charge and spin) at 0.0 kcal per mole. Its LUMO energy (spin up / spin down) is 2.38 / 2.37 eV.

Cartesian coordinates (Å):
Pd -1.140 -0.709 0.929
N -3.236 2.853 0.015
C -2.667 3.151 -1.248
C -2.236 4.433 -1.552
C -1.673 4.697 -2.792
C -1.498 3.672 -3.710
C -1.894 2.382 -3.387
C -2.516 2.127 -2.174
S -3.094 0.522 -1.749
N -2.812 0.526 -0.076
C -2.940 1.611 0.580
C -2.773 1.551 2.056
C -3.425 2.432 2.908
C -3.226 2.299 4.274
C -2.394 1.295 4.734
C -1.792 0.441 3.819
N -1.978 0.572 2.505
H -3.126 3.613 0.670
H -2.340 5.223 -0.816
H -1.350 5.703 -3.028
H -1.029 3.867 -4.665
H -1.713 1.560 -4.067
H -4.102 3.180 2.517
H -3.725 2.967 4.964
H -2.208 1.158 5.791
H -1.141 -0.382 4.109
O -0.813 -2.116 -0.788
N 0.469 -2.242 -1.047
C 0.966 -3.496 -1.102
C 2.280 -3.754 -1.381
C 3.133 -2.666 -1.591
C 2.625 -1.396 -1.512
C 1.263 -1.134 -1.236
S 0.613 0.433 -1.124
H 0.224 -4.253 -0.897
H 2.630 -4.776 -1.403
H 4.185 -2.821 -1.794
H 3.255 -0.530 -1.655
Br 3.913 -4.990 6.408
C 3.426 -4.282 4.711
C 4.216 -4.563 3.610
N 3.934 -4.098 2.397
C 2.844 -3.341 2.259
C 1.995 -3.014 3.311
C 2.299 -3.495 4.574
C 0.758 -2.144 3.100
O 0.139 -1.799 4.122
O 0.516 -1.873 1.899
H 5.102 -5.180 3.713
H 2.621 -2.965 1.269
H 1.654 -3.243 5.405

***

Number 1: energy -10456.954 eV. Number 2: energy -15341.851 eV. Number 3: energy -62205.140 eV. Number 4: energy -9328.248 eV. Number 5: energy -16375.932 eV. Number 6: energy -1029841.105 eV. Number 7: energy -156862.443 eV. Number 8: energy -115873.610 eV. Number 9: energy -7802.854 eV. Number 10: energy -9742.920 eV. Number 11: energy -132897.753 eV.